[1]
{"formula": "C16H33BiCl2P", "method": "ωB97M-V/def2-TZVPD", "species": ["Bi", "Cl", "Cl", "C", "H", "H", "C", "C", "H", "C", "H", "C", "H", "H", "C", "H", "H", "C", "H", "H", "H", "H", "C", "C", "C", "P", "C", "C", "C", "C", "C", "C", "H", "H", "H", "H", "H", "H", "H", "H", "H", "H", "H", "H", "H", "H", "H", "H", "H", "H", "H", "H", "H"], "coordinates": [[-2.7099, 0.0761, -2.6593], [-0.3382, -1.0230, -2.7115], [-2.6054, 0.7923, -0.2234], [0.8799, -0.3534, 0.7652], [1.2703, -0.9277, -0.0818], [-0.1837, -0.0903, 0.5353], [3.1325, 0.5453, 0.3932], [1.6766, 0.8785, 0.9069], [3.7826, -0.0640, 1.0099], [1.0762, 2.0540, 0.1567], [1.7249, 1.2241, 1.9546], [1.3704, 2.0383, -1.3344], [-0.0101, 2.1410, 0.3147], [1.5773, 2.9299, 0.5741], [2.8466, 1.9646, -1.6586], [0.8272, 1.2272, -1.8127], [0.9709, 2.9423, -1.7921], [3.5612, 0.7870, -0.9627], [3.0050, 1.9477, -2.7414], [3.3171, 2.8742, -1.2710], [3.4279, -0.1243, -1.5564], [4.6366, 0.9888, -0.9714], [1.0093, -3.3863, -0.1053], [0.1487, -3.1870, 1.1611], [0.2954, -4.3516, 2.1823], [0.5079, -1.5854, 2.0319], [-1.0854, -0.9215, 2.7770], [-1.7663, -2.0220, 3.6116], [-0.9244, 0.4413, 3.5247], [1.9831, -1.5723, 3.0956], [1.7197, -2.1242, 4.5220], [3.2442, -2.2370, 2.4919], [2.0822, -3.2824, 0.1290], [0.7322, -2.6607, -0.8840], [0.8537, -4.3881, -0.5386], [-0.9215, -3.1403, 0.8598], [1.3486, -4.4735, 2.4950], [-0.3319, -4.1860, 3.0778], [-0.0441, -5.2971, 1.7229], [-1.7348, -0.7000, 1.8983], [-1.0952, -2.3987, 4.4063], [-2.6871, -1.6324, 4.0800], [-2.0591, -2.8515, 2.9467], [-0.7430, 1.2582, 2.7974], [-1.8669, 0.6812, 4.0578], [-0.1008, 0.4190, 4.2659], [2.2138, -0.4910, 3.2040], [1.4045, -3.1904, 4.5083], [2.6647, -2.0378, 5.0972], [0.9553, -1.5206, 5.0441], [3.4716, -1.8429, 1.4936], [4.0986, -1.9863, 3.1458], [3.1644, -3.3386, 2.4442]], "atomic_forces_ev_per_a": [[0.47, -0.29, -0.10], [-0.52, 0.06, -0.03], [-0.09, 0.02, 0.27], [-2.97, -1.66, -1.03], [-0.23, 0.29, 0.08], [0.36, -0.26, -0.42], [-1.03, 1.29, 3.06], [3.36, 0.21, 0.29], [-0.15, 0.14, 0.22], [0.12, 0.33, -0.20], [-0.05, -0.29, -0.03], [-0.34, -0.08, -0.35], [0.20, -0.03, 0.04], [-0.13, 0.20, 0.07], [0.62, -0.19, 0.52], [-0.01, -0.29, -0.05], [-0.20, 0.22, 0.01], [-0.04, 0.20, -1.30], [-0.03, -0.07, -0.01], [0.04, 0.17, -0.01], [-0.07, -0.25, -1.06], [0.16, -0.02, -0.24], [0.11, 0.12, 0.04], [-0.25, -0.44, 0.52], [-0.10, -0.07, -0.11], [0.05, 1.87, -1.46], [0.01, -0.16, 0.38], [-0.11, 0.13, 0.11], [0.21, -0.24, -0.21], [0.25, -0.46, 1.32], [0.18, 0.05, 0.07], [-0.05, -0.16, -0.03], [-0.38, 0.00, -0.16], [0.15, -0.25, 0.26], [-0.08, 0.24, 0.35], [0.56, 0.21, 0.16], [-0.52, 0.01, -0.14], [0.41, -0.12, -0.38], [0.21, 0.37, 0.11], [0.59, -0.32, 0.28], [-0.43, 0.10, -0.29], [0.36, -0.13, -0.15], [0.09, 0.21, 0.40], [0.06, -0.49, 0.40], [0.46, -0.24, -0.29], [-0.42, 0.08, -0.35], [-0.25, -0.44, -0.30], [0.22, 0.67, 0.06], [-0.53, -0.14, -0.21], [0.28, -0.37, -0.17], [-0.16, -0.06, 0.18], [-0.36, -0.12, -0.22], [-0.04, 0.45, 0.09]], "mulliken_charge": [0.183, -0.571, -0.506, -0.437, 0.203, -0.669, -1.629, 0.461, 0.666, -0.990, 0.524, -0.353, 0.237, 0.435, -1.055, -0.076, 0.378, -0.553, 0.384, 0.373, 0.114, 0.325, -1.107, 0.414, -1.413, 0.863, 0.882, -1.510, -1.148, 0.935, -1.438, -1.703, 0.205, 0.070, 0.451, 0.624, 0.202, 0.297, 0.439, 0.122, 0.236, 0.490, 0.325, 0.127, 0.474, 0.272, 0.534, 0.209, 0.483, 0.294, 0.205, 0.446, 0.276], "e_above_lowest_ev": 0.5920, "e_homo_ha": -0.032, "spin_multiplicity": 1, "charge": -1, "lumo_energy_ev": 2.3, "orbital_gap_ev": 3.21, "energy_ha": -2105.7423}

[2]
{"formula": "C16H33CaN5O8P2S4", "method": "ωB97M-V/def2-TZVPD", "species": ["Ca", "C", "C", "S", "C", "C", "S", "C", "C", "S", "C", "C", "S", "H", "H", "H", "H", "H", "H", "H", "H", "H", "H", "H", "H", "H", "H", "H", "H", "O", "P", "O", "O", "O", "P", "O", "O", "O", "H", "H", "N", "C", "N", "N", "C", "N", "H", "H", "H", "H", "O", "C", "C", "C", "C", "C", "C", "N", "H", "H", "H", "H", "H", "H", "H", "H", "H", "H", "H"], "coordinates": [[-0.4687, 1.3439, 0.7354], [2.9646, -0.0296, -2.5031], [2.2455, -1.1877, -3.1869], [0.4921, -1.3454, -2.7732], [-0.3167, -0.2804, -3.9950], [0.1782, 1.1547, -4.1350], [0.0341, 2.1115, -2.6070], [1.2313, 3.4146, -2.9663], [1.5197, 4.2383, -1.7174], [2.0380, 3.3130, -0.2515], [3.6095, 2.5992, -0.7936], [3.8395, 1.2118, -0.1996], [2.6533, -0.0482, -0.7249], [2.6216, 0.9203, -2.9059], [4.0414, -0.1141, -2.6761], [2.6922, -2.1313, -2.8701], [2.3635, -1.1214, -4.2708], [-1.3643, -0.2910, -3.6883], [-0.2571, -0.7598, -4.9740], [-0.3971, 1.6419, -4.9250], [1.2249, 1.1633, -4.4457], [0.8474, 4.0769, -3.7448], [2.1470, 2.9574, -3.3492], [0.6132, 4.7503, -1.3879], [2.2596, 5.0070, -1.9446], [4.4162, 3.2608, -0.4731], [3.6340, 2.5558, -1.8806], [3.7480, 1.2484, 0.8877], [4.8540, 0.8803, -0.4311], [-1.8033, 3.5189, 0.8489], [-1.0723, 3.7790, 2.3204], [-1.0072, 5.2001, 2.6358], [0.1324, 2.8687, 2.2534], [-2.1598, 3.0261, 3.3026], [-2.4308, 1.4398, 3.2658], [-3.9511, 1.3634, 3.7807], [-1.5029, 0.6524, 4.0912], [-2.5237, 1.0720, 1.7741], [-2.4857, 2.8333, 0.9684], [-4.0059, 1.5100, 4.7319], [-4.3888, -0.8410, 1.1571], [-4.3838, -1.6585, 0.1071], [-5.3398, -2.6133, 0.0266], [-3.4991, -1.6382, -0.8713], [-2.5523, -0.7339, -0.8714], [-1.6693, 0.0152, -0.9610], [-5.0524, -0.9784, 1.9002], [-3.6182, -0.1910, 1.3603], [-6.1639, -2.5554, 0.5963], [-5.4072, -3.0998, -0.8502], [0.6318, -0.4804, 1.5978], [0.3357, -1.3519, 2.4158], [-1.0055, -2.0150, 2.4373], [-0.7795, -3.4108, 1.7857], [0.4322, -3.5352, 0.8308], [1.7972, -3.7661, 1.5106], [2.3649, -2.5636, 2.2688], [1.3139, -1.9888, 3.1289], [-1.7051, -1.4095, 1.8679], [-1.3865, -2.0929, 3.4537], [-1.6837, -3.6682, 1.2320], [-0.6761, -4.1667, 2.5697], [0.4815, -2.6647, 0.1681], [0.2479, -4.3939, 0.1828], [2.5258, -4.0753, 0.7568], [1.6943, -4.6085, 2.2050], [2.6903, -1.7862, 1.5809], [3.2171, -2.8502, 2.8833], [0.9240, -2.6819, 3.7548]], "atomic_forces_ev_per_a": [[0.87, -0.19, -0.90], [0.03, 0.01, -0.03], [0.01, -0.04, -0.02], [0.04, 0.00, -0.02], [-0.01, 0.02, 0.02], [-0.01, -0.05, -0.02], [-0.03, 0.04, 0.06], [0.01, 0.01, -0.01], [-0.06, 0.01, 0.04], [-0.09, 0.09, 0.14], [0.04, -0.04, -0.01], [-0.02, 0.02, -0.03], [-0.02, -0.01, 0.10], [0.00, 0.02, -0.03], [-0.01, 0.00, -0.02], [0.02, 0.00, -0.01], [0.02, 0.00, 0.00], [0.02, 0.00, -0.02], [0.00, 0.01, -0.01], [0.00, -0.01, 0.00], [0.00, 0.00, -0.01], [0.01, 0.00, 0.00], [0.01, 0.00, -0.01], [0.01, 0.02, 0.00], [0.00, -0.01, -0.01], [0.01, -0.02, -0.01], [0.02, -0.01, -0.04], [0.00, -0.01, 0.01], [0.00, 0.01, 0.00], [0.07, -0.18, 0.09], [-0.04, -0.01, 0.11], [0.06, 0.05, -0.01], [-0.19, 0.10, 0.10], [-0.02, -0.06, -0.04], [0.03, 0.14, 0.01], [-0.08, -0.02, -0.04], [-0.02, -0.09, 0.06], [0.02, 0.02, 0.29], [-0.29, 0.27, -0.06], [0.03, -0.04, 0.00], [-0.09, -0.19, 0.12], [-0.01, 0.04, 0.14], [-0.03, -0.03, -0.04], [0.19, 0.11, -0.19], [-0.12, -0.25, 0.03], [-0.28, 0.01, 0.20], [-0.03, 0.01, -0.02], [-0.01, 0.27, -0.14], [0.01, 0.00, 0.01], [-0.01, 0.00, 0.01], [-0.16, -0.07, 0.41], [0.15, -0.01, -0.33], [0.00, 0.05, -0.01], [0.00, 0.01, -0.01], [0.00, 0.04, 0.02], [-0.01, 0.01, 0.01], [-0.04, 0.02, 0.02], [0.03, -0.03, 0.02], [0.01, 0.01, -0.01], [-0.02, -0.02, 0.05], [-0.01, 0.01, 0.00], [0.00, 0.00, 0.00], [-0.01, -0.01, 0.00], [-0.01, 0.00, 0.01], [0.00, 0.00, -0.01], [0.01, -0.01, 0.00], [-0.02, 0.00, 0.02], [0.00, 0.00, 0.02], [0.03, 0.00, 0.01]], "mulliken_charge": [1.759, 0.288, -1.242, 0.046, -0.941, -0.921, 0.193, -0.839, -0.905, 0.153, -0.817, -1.096, 0.306, -0.831, 0.544, 0.433, 0.557, 0.357, 0.572, 0.551, 0.354, 0.502, 0.365, 0.431, 0.457, 0.502, 0.342, 0.386, 0.525, -0.551, 0.746, -0.744, -0.648, -0.331, 0.927, -0.539, -0.651, -0.995, 0.357, 0.333, -0.013, 0.733, -0.429, -0.815, 0.470, -0.360, 0.225, -0.241, 0.212, 0.262, -0.171, -0.873, 1.141, -0.882, 0.004, -0.793, -0.124, -0.085, -1.034, 0.488, 0.412, 0.379, -0.197, 0.429, 0.441, 0.289, -0.199, 0.398, 0.402], "e_above_lowest_ev": 1.5389, "e_homo_ha": -0.307, "spin_multiplicity": 1, "charge": 0, "lumo_energy_ev": 0.2, "orbital_gap_ev": 8.59, "energy_ha": -4458.7518}